(1)
Density functional theory data (wB97M-V/def2-TZVPD) for C48H64F5MnN2O9P4S3Si as an isolated structure at a distorted geometry.

XYZ file:
```
137
Properties=species:S:1:pos:R:3:forces:R:3
Mn 0.621 0.845 1.015 -0.47 0.37 0.59
C 7.782 -3.921 -0.258 0.02 -0.02 0.01
S 6.408 -4.459 0.774 -0.01 0.00 0.01
C 5.374 -2.987 0.600 -0.02 -0.05 0.03
C 4.084 -3.143 1.391 0.01 -0.01 -0.11
C 3.172 -1.932 1.230 0.04 0.13 -0.14
N 2.704 -1.656 -0.182 -0.07 0.02 0.30
P 2.480 0.046 -0.323 0.79 -0.29 -0.52
C 4.160 0.708 -0.021 -0.05 -0.07 0.06
C 5.245 0.221 -0.750 0.00 0.04 -0.03
C 6.521 0.692 -0.497 0.01 -0.01 -0.03
C 6.727 1.663 0.478 -0.01 0.00 0.01
C 5.652 2.160 1.197 0.00 -0.02 -0.03
C 4.370 1.679 0.952 0.04 -0.03 -0.01
C 2.295 0.387 -2.092 0.00 0.11 -0.10
C 2.841 -0.417 -3.087 0.14 0.21 -0.02
C 2.728 -0.043 -4.415 0.08 0.12 0.03
C 2.071 1.133 -4.757 0.02 0.03 0.06
C 1.511 1.930 -3.768 0.04 -0.04 -0.01
C 1.614 1.552 -2.438 0.08 0.02 -0.01
P 1.071 -2.455 -0.293 0.13 -0.04 0.05
C 1.667 -4.172 -0.546 -0.02 0.06 -0.18
C 0.894 -5.211 -0.035 -0.05 0.09 -0.07
C 1.290 -6.530 -0.225 -0.05 -0.03 0.04
C 2.459 -6.820 -0.910 0.02 0.04 0.00
C 3.242 -5.786 -1.414 -0.03 -0.02 0.02
C 2.843 -4.472 -1.235 -0.04 -0.05 -0.06
C 0.474 -2.034 -1.976 -0.26 -0.20 0.04
C 0.885 -2.612 -3.177 -0.19 -0.17 -0.02
C 0.273 -2.263 -4.370 -0.09 -0.06 0.12
C -0.770 -1.341 -4.377 0.05 -0.05 0.04
C -1.203 -0.777 -3.187 0.05 -0.02 -0.06
C -0.587 -1.129 -1.994 0.00 -0.04 0.07
H 8.545 -4.698 -0.226 0.01 0.00 -0.01
H 8.209 -2.992 0.120 0.01 0.00 0.00
H 7.463 -3.782 -1.291 0.00 0.01 0.00
H 5.149 -2.839 -0.458 0.01 0.03 0.03
H 5.937 -2.120 0.956 -0.02 0.02 -0.03
H 4.315 -3.223 2.457 0.02 0.00 0.01
H 3.579 -4.065 1.106 0.01 0.01 0.05
H 3.747 -1.073 1.581 -0.04 0.10 0.01
H 2.307 -2.023 1.898 -0.03 -0.03 -0.03
H 5.090 -0.531 -1.513 -0.01 -0.01 0.00
H 7.359 0.304 -1.063 0.00 0.00 0.00
H 7.728 2.024 0.677 0.00 0.02 -0.01
H 5.801 2.917 1.955 -0.01 0.00 0.01
H 3.538 2.048 1.537 -0.04 -0.04 0.05
H 3.316 -1.353 -2.819 0.03 0.05 0.00
H 3.141 -0.677 -5.189 -0.02 -0.02 -0.01
H 1.979 1.417 -5.797 0.00 0.01 -0.01
H 0.977 2.833 -4.032 -0.01 0.01 0.01
H 1.142 2.157 -1.669 -0.01 -0.01 -0.01
H -0.025 -4.977 0.495 -0.01 0.01 0.00
H 0.678 -7.332 0.170 0.01 0.00 0.00
H 2.770 -7.849 -1.046 -0.01 0.00 0.00
H 4.165 -6.004 -1.935 0.01 -0.01 0.01
H 3.463 -3.663 -1.604 -0.04 -0.02 -0.01
H 1.677 -3.350 -3.191 0.00 0.00 0.05
H 0.601 -2.720 -5.295 0.00 0.00 -0.02
H -1.255 -1.080 -5.309 -0.01 0.00 -0.02
H -2.035 -0.086 -3.169 -0.03 0.03 0.01
H -0.969 -0.717 -1.066 0.00 -0.07 -0.06
N -2.140 2.353 3.051 -0.04 0.12 -0.17
C -2.538 1.019 2.434 -0.06 0.04 -0.01
C -3.957 0.682 2.886 0.20 -0.03 0.00
P -1.338 -0.126 3.354 0.09 0.39 0.05
O -2.046 -1.498 3.437 -0.08 -0.27 0.31
O -1.296 0.562 4.685 0.06 -0.10 -0.16
O -0.033 -0.209 2.570 -0.09 0.05 -0.03
P -2.541 1.269 0.602 0.52 0.19 0.12
O -3.129 2.806 0.659 0.18 -0.16 0.20
O -3.459 0.414 -0.163 1.88 0.55 0.21
O -1.088 1.396 0.161 -0.11 -0.06 -0.04
H -1.892 2.092 4.032 -0.02 -0.01 0.13
H -2.893 3.032 2.953 0.03 -0.02 0.03
H -1.288 2.748 2.620 0.01 -0.07 -0.03
H -3.996 0.532 3.966 -0.01 0.03 0.03
H -4.258 -0.244 2.397 0.07 -0.01 0.02
H -4.656 1.469 2.592 0.00 0.04 -0.01
H -2.092 -1.991 2.543 -0.06 -0.08 -0.19
H -3.451 3.045 -0.212 -0.17 0.10 -0.22
F 3.446 7.153 -1.126 -0.12 -0.20 0.16
C 2.935 6.180 -0.353 0.07 0.15 -0.16
C 1.754 5.551 -0.705 -0.08 0.02 -0.13
F 1.113 5.920 -1.825 0.10 -0.05 0.16
C 1.239 4.547 0.097 -0.29 -0.06 -0.22
F 0.087 3.973 -0.302 0.35 0.19 0.16
C 1.860 4.127 1.269 -0.04 -0.16 0.12
S 1.224 2.882 2.337 -0.07 0.08 0.03
C 3.054 4.776 1.582 0.15 0.08 0.08
F 3.745 4.433 2.682 -0.13 0.04 -0.12
C 3.588 5.786 0.800 0.10 0.02 0.05
F 4.738 6.381 1.151 -0.16 -0.09 -0.06
C -7.294 -2.396 -0.174 0.02 -0.10 -0.03
C -6.288 -1.415 0.423 -0.20 0.24 -0.41
C -6.926 -0.661 1.582 -0.09 0.07 0.01
C -5.788 -0.439 -0.637 -0.89 0.10 0.08
O -5.177 -2.093 0.980 0.26 -0.42 0.30
Si -4.102 -3.195 0.378 0.01 0.16 -0.01
S -2.165 -2.602 0.700 0.21 -0.33 0.03
O -4.468 -4.689 1.012 -0.11 0.05 -0.14
C -4.780 -5.123 2.327 0.08 0.04 0.02
C -4.381 -6.593 2.383 0.03 -0.03 0.03
C -4.011 -4.330 3.378 0.03 -0.02 0.02
C -6.281 -4.973 2.554 -0.03 0.03 -0.01
O -4.485 -3.354 -1.223 -0.05 0.06 0.08
C -4.177 -4.359 -2.176 0.04 0.04 0.08
C -5.234 -5.456 -2.085 -0.03 -0.05 0.01
C -4.235 -3.672 -3.533 0.03 -0.01 -0.07
C -2.789 -4.940 -1.936 0.09 -0.02 -0.02
H -8.194 -1.862 -0.488 0.00 0.01 -0.01
H -7.574 -3.148 0.563 -0.06 -0.07 0.07
H -6.864 -2.904 -1.039 -0.02 0.05 0.07
H -7.806 -0.109 1.247 0.00 0.00 0.00
H -6.210 0.044 2.008 -0.21 -0.08 -0.08
H -7.225 -1.361 2.364 -0.03 -0.02 0.04
H -6.624 0.123 -1.058 -0.23 -0.06 -0.10
H -5.286 -0.984 -1.438 0.01 0.04 0.03
H -5.062 0.254 -0.203 -1.11 -0.48 -0.29
H -3.315 -6.689 2.169 -0.01 0.00 0.00
H -4.937 -7.163 1.636 0.00 0.01 0.00
H -4.581 -7.014 3.370 -0.01 -0.01 0.01
H -2.936 -4.456 3.248 0.01 0.01 -0.02
H -4.288 -4.670 4.378 0.00 0.00 0.02
H -4.233 -3.264 3.303 -0.03 0.01 0.00
H -6.829 -5.440 1.733 0.00 -0.01 0.01
H -6.546 -3.917 2.595 -0.01 0.02 -0.03
H -6.580 -5.446 3.493 0.00 0.00 0.02
H -6.220 -5.051 -2.320 -0.01 0.01 0.00
H -5.257 -5.857 -1.071 0.02 0.00 -0.02
H -5.010 -6.264 -2.785 -0.02 -0.01 -0.02
H -5.195 -3.169 -3.652 -0.02 -0.01 0.00
H -4.114 -4.398 -4.340 0.02 0.00 -0.02
H -3.442 -2.926 -3.606 0.01 0.01 0.01
H -2.756 -5.469 -0.981 0.00 0.00 0.01
H -2.042 -4.144 -1.901 -0.02 -0.01 -0.03
H -2.533 -5.639 -2.735 0.02 -0.02 -0.01
```
Positions in Å, forces in eV/Å.

Computed properties:
Charge: -1
HOMO-LUMO gap (alpha / beta) (eV): 6.74 / 6.72
Multiplicity: 6
Expectation value of S²: 8.758
LUMO level (alpha / beta) (eV): 1.9 / 1.9
E_tot (Ha): -7154.5490

These are the Löwdin partial charges, in e, on atoms 1 to 5: 0.5506 -0.4347 0.8000 -0.5279 -0.2573

---

(2)
Density functional theory data (wB97M-V/def2-TZVPD) for C48H65IrN5O2PS as an isolated structure at a distorted geometry.

XYZ file:
```
123
Properties=species:S:1:pos:R:3:forces:R:3
Ir 0.820 -0.287 -0.384 -0.41 -0.93 -0.81
O 4.393 -0.875 1.709 0.11 -0.02 0.08
C 3.375 -1.012 1.075 -0.20 0.18 -0.18
N 2.721 -0.045 0.324 0.28 -0.01 0.30
C 3.426 1.041 -0.139 -0.14 -0.19 0.18
O 4.586 1.321 0.064 0.09 0.09 -0.01
C 2.602 1.923 -1.050 -0.02 0.26 -0.22
C 3.182 3.050 -1.604 0.12 0.02 0.03
C 2.427 3.864 -2.429 0.00 0.04 -0.05
C 1.104 3.526 -2.670 0.02 0.02 0.00
C 0.593 2.382 -2.087 -0.09 -0.07 -0.04
N 1.329 1.590 -1.306 0.10 0.00 0.36
C 2.692 -2.358 1.027 -0.10 -0.29 0.04
C 3.261 -3.437 1.686 0.07 0.03 0.12
C 2.613 -4.660 1.641 -0.03 0.00 0.00
C 1.435 -4.774 0.915 0.00 -0.09 0.03
C 0.951 -3.655 0.262 0.07 0.08 0.03
N 1.566 -2.477 0.326 0.10 -0.26 -0.06
H 4.219 3.248 -1.369 -0.01 0.03 0.00
H 2.859 4.747 -2.881 0.01 -0.01 0.03
H 0.472 4.130 -3.306 0.00 0.01 0.02
H -0.437 2.085 -2.243 0.04 -0.03 -0.02
H 4.191 -3.289 2.217 -0.05 0.00 0.03
H 3.015 -5.513 2.172 0.02 -0.01 -0.04
H 0.903 -5.714 0.854 0.01 0.02 0.00
H 0.040 -3.690 -0.327 0.01 0.01 0.04
C 0.817 -4.318 -6.331 0.03 0.03 0.07
C 2.075 -4.057 -5.501 0.03 -0.02 -0.03
C 3.167 -3.490 -6.423 -0.03 0.03 0.04
C 2.558 -5.382 -4.889 -0.04 0.03 -0.04
C 1.817 -3.075 -4.366 0.11 -0.05 -0.01
C 2.880 -2.603 -3.595 -0.05 0.01 0.07
C 2.632 -1.743 -2.547 0.02 0.02 -0.13
N 1.405 -1.316 -2.247 0.21 0.44 -0.08
C 0.364 -1.744 -2.966 0.30 -0.23 -0.03
C 0.550 -2.628 -4.021 -0.36 -0.11 -0.05
C -0.950 -1.201 -2.555 -0.05 0.07 -0.12
C -2.114 -1.384 -3.275 0.05 -0.21 -0.29
C -3.295 -0.731 -2.937 -0.07 0.06 0.09
C -3.230 0.123 -1.842 0.06 -0.01 -0.02
C -2.053 0.224 -1.126 -0.11 0.02 0.18
N -0.940 -0.440 -1.446 -0.18 0.11 0.31
C -4.562 -0.933 -3.750 -0.12 -0.10 -0.13
C -5.769 -0.231 -3.125 0.07 -0.01 0.03
C -4.342 -0.369 -5.162 0.05 -0.01 0.02
C -4.873 -2.437 -3.840 0.05 0.05 0.05
H 1.062 -4.978 -7.163 -0.01 0.00 0.01
H 0.416 -3.390 -6.747 -0.02 -0.04 -0.02
H 0.041 -4.810 -5.740 -0.01 0.03 -0.04
H 3.268 -4.119 -7.308 0.01 0.00 0.03
H 4.139 -3.461 -5.928 -0.02 0.03 -0.02
H 2.918 -2.477 -6.749 0.01 -0.04 -0.03
H 2.816 -6.083 -5.685 -0.01 0.00 0.03
H 1.777 -5.833 -4.273 0.03 0.00 0.00
H 3.442 -5.232 -4.268 0.00 -0.03 -0.02
H 3.900 -2.905 -3.794 -0.04 0.00 0.00
H 3.438 -1.379 -1.919 -0.06 0.04 0.00
H -0.319 -2.984 -4.557 0.09 0.02 -0.06
H -2.089 -2.048 -4.129 -0.05 0.11 -0.03
H -4.082 0.706 -1.523 0.02 -0.04 0.02
H -1.986 0.852 -0.247 0.05 -0.07 0.03
H -5.655 0.855 -3.133 -0.01 -0.02 0.03
H -5.939 -0.564 -2.099 -0.02 0.03 -0.02
H -6.661 -0.473 -3.703 0.01 0.03 0.00
H -4.091 0.693 -5.123 -0.01 -0.03 -0.01
H -5.255 -0.481 -5.750 0.03 -0.01 0.00
H -3.538 -0.893 -5.683 -0.03 0.03 0.01
H -5.014 -2.861 -2.844 0.00 -0.02 -0.04
H -4.075 -2.988 -4.341 -0.04 -0.01 0.02
H -5.791 -2.588 -4.409 0.03 0.00 0.00
S -0.356 -0.698 1.616 0.69 3.29 0.43
C 1.672 -1.106 6.280 -0.06 -0.07 -0.09
C 2.162 -1.250 4.843 -0.03 0.11 0.09
C 1.858 0.036 4.070 0.06 -0.03 0.11
C 0.449 0.602 4.396 0.04 0.20 -0.12
C -0.455 -0.471 5.000 0.00 0.05 0.11
C 0.136 -1.003 6.319 0.07 0.10 -0.05
P -0.178 1.413 2.849 -1.11 -2.28 1.26
C -1.934 1.968 3.213 0.23 0.07 -0.45
C -2.245 3.222 2.374 -0.15 0.02 0.17
C -3.712 3.648 2.455 0.08 -0.06 -0.10
C -4.650 2.502 2.104 -0.03 0.05 0.20
C -4.403 1.350 3.071 0.13 0.00 -0.12
C -2.960 0.860 2.935 -0.10 0.00 0.11
C 0.925 2.908 2.879 0.15 -0.31 -1.11
C 0.936 3.697 1.564 0.25 0.05 -0.04
C 2.154 4.631 1.537 -0.05 0.02 0.11
C 2.374 5.306 2.910 -0.11 0.02 -0.03
C 1.101 5.276 3.756 0.12 -0.07 -0.04
C 0.716 3.829 4.100 -0.18 -0.02 0.05
H 2.117 -0.201 6.706 0.02 -0.04 0.03
H 2.009 -1.944 6.890 0.01 0.04 0.04
H 1.666 -2.102 4.366 0.04 0.02 -0.01
H 3.237 -1.435 4.812 -0.02 -0.05 -0.04
H 1.931 -0.168 3.003 0.05 0.04 -0.04
H 2.625 0.779 4.306 -0.04 0.01 0.02
H 0.534 1.409 5.132 0.03 -0.03 0.01
H -0.573 -1.285 4.286 -0.04 -0.01 -0.02
H -1.448 -0.065 5.205 0.00 -0.03 -0.04
H -0.303 -1.983 6.517 0.00 0.01 0.04
H -0.161 -0.348 7.141 -0.04 -0.05 0.00
H -1.963 2.215 4.281 0.03 0.05 -0.02
H -1.981 3.025 1.326 -0.03 0.03 0.02
H -1.631 4.056 2.715 0.07 -0.02 -0.11
H -3.873 4.501 1.791 0.00 0.03 0.06
H -3.931 3.980 3.475 -0.01 0.06 -0.03
H -4.454 2.164 1.078 -0.06 0.02 0.02
H -5.689 2.836 2.151 0.01 -0.02 -0.05
H -5.080 0.520 2.863 0.01 0.00 0.06
H -4.597 1.687 4.095 -0.04 -0.03 -0.01
H -2.824 0.491 1.918 0.07 -0.05 -0.03
H -2.789 0.010 3.596 0.04 -0.03 -0.08
H 1.912 2.438 2.949 0.01 0.01 0.02
H 0.027 4.286 1.450 -0.03 -0.04 0.02
H 0.976 3.004 0.725 -0.06 0.00 -0.06
H 2.001 5.387 0.764 0.03 -0.03 0.00
H 3.046 4.063 1.260 -0.02 0.01 -0.03
H 2.702 6.337 2.773 0.06 -0.03 0.02
H 3.168 4.791 3.459 0.00 0.03 -0.01
H 0.286 5.774 3.221 0.00 -0.02 0.01
H 1.252 5.830 4.684 -0.05 0.00 -0.01
H -0.318 3.798 4.453 0.05 -0.01 0.05
H 1.346 3.485 4.922 -0.03 -0.05 0.00
```
Positions in Å, forces in eV/Å.

Computed properties:
Charge: +1
HOMO-LUMO gap (alpha / beta) (eV): 5.63 / 6.81
Multiplicity: 2
Expectation value of S²: 0.764
LUMO level (alpha / beta) (eV): -2.7 / -2.7
E_tot (Ha): -3136.1128

These are the Löwdin partial charges, in e, on atoms 1 to 5: 0.9991 0.1125 -0.4556 -0.0534 -0.4498